{
  "formula": "C28H38CrN4O5",
  "method": "the ωB97M-V functional and the def2-TZVPD basis",
  "elements": ["Cr", "C", "N", "C", "C", "O", "C", "O", "C", "C", "O", "N", "C", "C", "H", "H", "H", "H", "H", "H", "H", "H", "H", "H", "H", "H", "H", "H", "H", "H", "O", "C", "O", "C", "C", "C", "C", "C", "C", "C", "C", "C", "N", "H", "H", "H", "H", "H", "H", "N", "C", "C", "C", "C", "C", "C", "H", "H", "H", "H", "H", "H", "H", "C", "C", "C", "C", "H", "H", "H", "H", "H", "H", "H", "H", "H"],
  "coordinates": [[0.227697, -0.027538, -0.743156], [2.447222, 1.055763, 4.241041], [2.164715, 0.005856, 3.264340], [2.253126, -1.380690, 3.717004], [1.846177, 0.278268, 2.002205], [1.622441, -0.577904, 1.144247], [1.777491, 1.743166, 1.599142], [1.138416, 1.839988, 0.327673], [0.241999, 2.936916, 0.176398], [-1.180068, 2.388160, 0.113585], [-1.305271, 1.181852, -0.148704], [-2.216581, 3.183346, 0.308159], [-3.577920, 2.640804, 0.286064], [-2.099292, 4.622106, 0.533782], [2.679713, 0.580472, 5.189335], [3.304118, 1.665759, 3.953665], [1.579382, 1.696828, 4.403058], [1.603294, -1.510871, 4.583139], [1.929974, -2.042015, 2.920219], [3.278047, -1.622871, 3.998631], [1.230389, 2.327829, 2.337823], [2.790881, 2.147775, 1.532750], [0.375854, 3.649567, 0.987707], [0.469094, 3.435591, -0.767274], [-3.541071, 1.557921, 0.304994], [-4.112749, 3.006053, 1.162205], [-4.096026, 2.973150, -0.613169], [-1.127210, 4.996521, 0.229821], [-2.846949, 5.132336, -0.071113], [-2.273924, 4.867492, 1.581678], [-1.149097, -3.760248, -1.301968], [-0.992061, -2.667512, -0.815371], [-0.470180, -1.641493, -1.437459], [-1.399070, -2.426429, 0.630194], [-2.079273, -3.451122, 1.328637], [-2.449117, -3.220092, 2.613703], [-2.155675, -1.966211, 3.208317], [-2.519049, -1.653433, 4.542076], [-2.227147, -0.433277, 5.076964], [-1.564273, 0.537870, 4.289161], [-1.204931, 0.257711, 3.001448], [-1.479102, -1.008179, 2.428986], [-1.094928, -1.264371, 1.141067], [-2.273987, -4.380241, 0.813335], [-2.974183, -3.972344, 3.190418], [-3.040702, -2.400731, 5.128234], [-2.511123, -0.201024, 6.095003], [-1.353728, 1.512882, 4.712431], [-0.725805, 1.006327, 2.383434], [2.189198, -0.730956, -1.468858], [2.356516, -1.695941, -2.532418], [2.795824, -1.273008, -3.775452], [2.901534, -2.185876, -4.814357], [2.572020, -3.517720, -4.605204], [2.137305, -3.930519, -3.352269], [2.023004, -3.020375, -2.312853], [2.702311, 0.112236, -1.708384], [2.585680, -1.082206, -0.602176], [3.045692, -0.229500, -3.938507], [3.237098, -1.851759, -5.787726], [2.648218, -4.229596, -5.416192], [1.863935, -4.963692, -3.182646], [1.641828, -3.338166, -1.348510], [-1.744193, 0.267177, -3.741762], [-0.222944, 0.382146, -3.727505], [0.267125, 1.102195, -4.984779], [0.244059, 1.115145, -2.464329], [-2.085831, -0.301249, -4.608711], [-2.194444, 1.265082, -3.799877], [-2.124037, -0.232133, -2.848571], [0.187097, -0.629331, -3.739062], [-0.139807, 2.117608, -5.030653], [-0.048603, 0.575628, -5.888751], [1.357369, 1.181194, -5.006666], [-0.393388, 1.997111, -2.329104], [1.277896, 1.476796, -2.568538]],
  "atomic_forces_ev_per_a": [[0.7, 0.1, 0.0], [-0.1, -0.1, 0.0], [0.2, 0.1, 0.1], [-0.1, 0.0, 0.0], [0.0, 0.0, 0.0], [0.0, 0.0, 0.1], [-0.1, 0.0, 0.0], [-0.1, -0.1, -0.1], [0.0, 0.1, 0.0], [0.2, -0.2, -0.2], [-0.5, -0.1, 0.2], [-0.2, 0.2, 0.1], [0.1, 0.1, 0.0], [0.0, -0.1, 0.0], [0.0, 0.0, 0.0], [0.0, 0.0, 0.0], [0.0, 0.0, 0.0], [0.0, 0.0, 0.0], [0.0, 0.0, 0.0], [0.0, 0.0, 0.0], [0.0, 0.0, 0.1], [0.0, 0.0, 0.0], [0.0, 0.0, 0.0], [0.0, 0.0, 0.0], [0.0, 0.0, 0.0], [0.0, 0.0, 0.0], [0.0, 0.0, 0.0], [0.0, 0.0, 0.0], [0.0, 0.0, 0.0], [0.0, 0.0, 0.0], [-0.1, -0.2, -0.1], [0.2, 0.4, 0.0], [-0.3, -0.2, 0.1], [0.0, 0.0, -0.1], [0.1, 0.0, -0.1], [0.0, 0.0, 0.1], [0.0, -0.1, 0.1], [0.0, 0.0, -0.1], [0.1, 0.1, 0.0], [0.0, -0.1, 0.1], [0.0, 0.0, 0.0], [0.1, 0.1, -0.1], [-0.1, 0.0, 0.1], [0.0, 0.0, 0.0], [0.0, 0.0, 0.0], [0.0, 0.0, 0.0], [0.0, 0.0, 0.0], [0.0, 0.0, 0.0], [0.0, 0.0, 0.0], [-0.1, 0.0, 0.2], [-0.1, 0.1, 0.0], [0.1, 0.0, 0.0], [0.0, 0.0, 0.0], [0.0, 0.0, 0.0], [0.0, 0.0, 0.0], [0.0, -0.1, 0.0], [0.0, 0.0, 0.0], [0.0, -0.1, -0.1], [0.0, 0.0, 0.0], [0.0, 0.0, 0.0], [0.0, 0.0, 0.0], [0.0, 0.0, 0.0], [0.1, 0.0, -0.1], [-0.1, 0.0, 0.0], [0.0, 0.1, 0.0], [0.0, 0.0, 0.0], [0.0, -0.2, -0.1], [0.0, 0.0, 0.0], [0.0, 0.0, 0.0], [0.1, 0.0, 0.0], [0.0, 0.0, 0.1], [0.0, 0.0, 0.0], [0.0, 0.0, 0.0], [0.0, 0.0, 0.0], [0.0, 0.0, 0.0], [-0.1, 0.0, -0.1]],
  "lowdin_charge": [0.886, -0.016, -0.115, 0.002, -0.423, -0.007, -0.070, -0.164, -0.078, -0.402, -0.050, -0.105, 0.013, -0.006, 0.099, 0.102, 0.089, 0.100, 0.092, 0.102, 0.123, 0.156, 0.133, 0.150, 0.095, 0.102, 0.106, 0.088, 0.105, 0.105, 0.108, -0.535, -0.135, -0.151, 0.031, 0.018, -0.142, -0.020, -0.068, -0.068, -0.020, -0.187, 0.148, 0.126, 0.126, 0.121, 0.110, 0.104, 0.092, 0.053, -0.286, -0.048, -0.069, -0.075, -0.053, -0.027, 0.105, 0.096, 0.111, 0.109, 0.106, 0.113, 0.117, -0.072, -0.487, -0.078, -0.181, 0.086, 0.082, 0.068, 0.109, 0.082, 0.083, 0.063, 0.064, 0.064],
  "energy_ha": -2729.34377,
  "de_lowest_ev": 1.0168,
  "total_charge": 1,
  "lumo_ev": [-2.475, -2.490],
  "s_squared": 3.847,
  "gap_ev": [8.440, 8.384],
  "homo_energy_ev": [-10.91, -10.87],
  "spin_multiplicity": 4
}